Record 1
{
  "formula": "C11H15NS",
  "method": "ωB97M-V with the def2-TZVPD basis set",
  "species": ["C", "C", "C", "C", "C", "N", "C", "C", "C", "C", "C", "C", "S", "H", "H", "H", "H", "H", "H", "H", "H", "H", "H", "H", "H", "H", "H", "H"],
  "positions_angstrom": [[-3.113877, 0.765128, -0.273819], [-2.123832, -0.544562, -0.325469], [-1.777349, -0.558052, -1.752686], [-0.914758, -0.455678, 0.579030], [-1.217850, -0.487224, 2.106862], [0.035160, 0.803601, 0.080852], [1.376470, 0.469153, -0.033540], [2.392105, 1.428713, -0.090415], [3.719352, 0.970122, -0.144624], [3.999572, -0.349524, -0.235366], [2.961489, -1.327223, -0.251733], [1.690166, -0.885652, -0.113052], [0.261649, -1.883081, 0.186014], [-3.381325, 0.943448, 0.749344], [-4.100469, 0.640828, -0.848733], [-2.620469, 1.678371, -0.681729], [-2.814937, -1.369126, 0.146559], [-2.579976, -0.552538, -2.454408], [-1.173619, -1.326902, -2.083451], [-1.275025, 0.387532, -1.845483], [-0.404645, -0.978181, 2.570961], [-2.103523, -1.150597, 2.250918], [-1.406181, 0.619124, 2.404607], [-0.194970, 1.738335, 0.346363], [2.221126, 2.432343, 0.226607], [4.313114, 1.786460, -0.300029], [5.036936, -0.467639, -0.132152], [3.195656, -2.327189, -0.081419]],
  "forces_ev_per_a": [[0.178, -0.662, -0.214], [-3.825, 0.833, 1.404], [-0.220, 0.604, -0.607], [2.512, 1.607, -0.590], [-1.376, 1.806, -1.683], [-1.418, -3.161, 0.872], [-0.104, 1.634, -0.114], [-0.209, -1.890, 0.876], [-3.771, 0.337, -0.703], [-0.625, -0.477, -0.010], [1.757, 2.010, 0.847], [-1.474, 0.195, 0.158], [-0.424, 0.047, -0.013], [-0.259, 0.342, 0.628], [1.647, -0.251, 0.693], [-0.171, -0.734, 0.277], [1.417, 0.980, -1.333], [-1.117, 0.129, -0.102], [1.635, -1.625, -0.395], [0.592, 0.264, -0.682], [0.903, 0.131, 0.898], [0.401, 0.794, 0.063], [0.222, -2.096, 0.067], [-0.233, 0.234, 0.431], [-0.358, 0.749, -0.414], [2.707, 1.365, 0.196], [1.255, -1.513, -0.346], [0.357, -1.651, -0.206]],
  "lumo_ev": 0.810,
  "orbital_gap_ev": 8.33,
  "molar_mass_g_mol": 193.32,
  "e_homo_ev": -7.516,
  "largest_force_ev_per_a": 4.16
}


Record 2
{
  "formula": "C11H16BF2IN3OPtS4Sb",
  "method": "ωB97M-V with the def2-TZVPD basis set",
  "species": ["Pt", "S", "Sb", "S", "S", "S", "C", "N", "C", "C", "C", "N", "C", "C", "O", "H", "H", "H", "H", "H", "H", "H", "H", "H", "H", "H", "H", "F", "B", "F", "I", "C", "C", "C", "C", "C", "N", "H", "H", "H", "H"],
  "positions_angstrom": [[0.928531, 0.069174, -0.268459], [4.774622, 3.110962, 1.355745], [3.565136, 2.374443, -0.412522], [3.371840, 0.028813, -0.666574], [1.070887, 2.387126, 0.118539], [3.723237, 3.531274, -2.359784], [-1.211303, -1.868347, 2.506922], [-2.566004, -2.017800, 2.009505], [-3.385036, -2.997695, 2.678422], [-4.544915, -3.421808, 1.801429], [-5.278666, -2.183675, 1.327068], [-4.357539, -1.284770, 0.678979], [-4.915597, -0.312754, -0.229193], [-3.028556, -1.141807, 1.062568], [-2.309214, -0.311631, 0.536270], [-0.666024, -2.806298, 2.384371], [-1.220874, -1.584023, 3.565288], [-0.707986, -1.091188, 1.941206], [-3.761838, -2.607703, 3.638095], [-2.752203, -3.858678, 2.910622], [-5.218986, -4.080087, 2.353593], [-4.159626, -3.965272, 0.935582], [-5.790205, -1.697927, 2.174651], [-6.054442, -2.455330, 0.604218], [-5.439944, -0.817193, -1.046662], [-4.102567, 0.279897, -0.637645], [-5.625021, 0.351846, 0.281416], [1.979464, 0.932508, 2.407358], [0.927196, 1.215863, 1.611824], [-0.261752, 1.269149, 2.279548], [-1.503651, -1.458664, -2.532135], [-0.599429, -2.521313, -0.945552], [-1.070007, -3.770173, -0.652077], [-0.363695, -4.592407, 0.250058], [0.916453, -4.115577, 0.654511], [1.324687, -2.865537, 0.304751], [0.543368, -1.977249, -0.411670], [-1.970017, -4.118852, -1.143932], [-0.737141, -5.563925, 0.543183], [1.585937, -4.734849, 1.239577], [2.287578, -2.472220, 0.605905]],
  "forces_ev_per_a": [[0.011, 0.175, 0.145], [-0.017, -0.014, -0.032], [-0.081, -0.046, 0.006], [-0.015, -0.032, -0.007], [0.099, -0.004, -0.040], [-0.023, -0.022, 0.044], [0.033, 0.008, -0.020], [-0.054, 0.050, 0.104], [-0.014, -0.025, -0.005], [0.020, 0.015, -0.011], [0.006, -0.029, 0.000], [-0.028, -0.010, -0.028], [0.022, -0.007, 0.021], [0.181, -0.171, -0.195], [-0.198, 0.157, 0.159], [-0.024, 0.005, 0.008], [-0.008, 0.007, -0.001], [-0.010, -0.017, 0.004], [0.002, 0.002, 0.006], [0.011, 0.004, -0.016], [-0.004, 0.001, 0.006], [0.006, 0.005, 0.000], [0.003, 0.002, 0.006], [0.002, 0.013, -0.004], [0.001, 0.003, 0.003], [0.003, -0.001, -0.011], [0.000, 0.009, 0.000], [-0.021, -0.030, 0.035], [0.026, -0.022, -0.203], [0.014, -0.018, 0.031], [0.031, -0.001, 0.008], [0.032, -0.034, 0.036], [-0.025, 0.019, -0.009], [0.027, 0.001, 0.026], [-0.050, 0.001, -0.036], [0.049, 0.032, 0.057], [-0.017, -0.018, -0.054], [-0.001, -0.002, -0.007], [-0.007, -0.009, -0.009], [0.011, 0.003, 0.002], [0.008, -0.003, -0.020]],
  "lumo_ev": [3.940, 3.920],
  "orbital_gap_ev": [3.87, 5.80],
  "molar_mass_g_mol": 827.09,
  "multiplicity": 3,
  "e_homo_ev": [0.069, -1.877],
  "largest_force_ev_per_a": 0.32,
  "total_charge": -2
}


Record 3
{
  "formula": "C11H16BiN3O4",
  "method": "ωB97M-V with the def2-TZVPD basis set",
  "species": ["Bi", "O", "C", "O", "C", "C", "C", "C", "C", "N", "C", "O", "O", "H", "H", "H", "H", "N", "C", "C", "C", "C", "N", "H", "H", "H", "H", "H", "H", "H", "H", "H", "H", "H", "H"],
  "positions_angstrom": [[-0.543817, 0.662394, -0.956820], [-0.569917, 2.842894, 2.997080], [-0.354617, 2.211694, 1.897780], [-1.151217, 1.444294, 1.350480], [0.984983, 2.433394, 1.290780], [1.996383, 3.215794, 1.827380], [3.207083, 3.295594, 1.135680], [3.372283, 2.580294, -0.041020], [2.307083, 1.813094, -0.511220], [1.162783, 1.761594, 0.149380], [2.421383, 0.925294, -1.758720], [3.452183, 0.846494, -2.349720], [1.326583, 0.257994, -2.024320], [-1.454417, 2.719394, 3.393480], [1.840383, 3.741994, 2.756480], [4.015983, 3.893794, 1.530180], [4.293183, 2.594294, -0.607620], [-2.616417, -0.674306, -0.389620], [-3.041917, -1.728706, -1.334420], [-2.344717, -3.054806, -1.069520], [-0.820717, -2.955606, -1.057020], [-0.260417, -2.422706, 0.265280], [0.460183, -1.153306, 0.063480], [-2.712717, -1.022806, 0.561680], [-3.261217, 0.107294, -0.469320], [-2.822517, -1.388406, -2.348520], [-4.122317, -1.885006, -1.264020], [-2.651817, -3.744106, -1.854420], [-2.685717, -3.477806, -0.125020], [-0.485017, -2.312806, -1.875220], [-0.422417, -3.953306, -1.235220], [0.434583, -3.145306, 0.700780], [-1.047317, -2.255606, 0.999680], [1.228783, -1.319306, -0.594920], [0.865383, -0.853706, 0.947080]],
  "forces_ev_per_a": [[0.586, -0.131, -0.018], [-0.021, 0.438, 0.546], [-0.054, -0.414, -0.411], [-0.092, -0.045, -0.166], [0.461, 0.442, 0.367], [-0.363, -0.199, -0.128], [-0.015, -0.202, -0.155], [-0.145, 0.048, 0.060], [0.517, -0.001, -0.168], [-0.166, -0.013, -0.074], [0.385, 0.303, 0.178], [0.204, 0.138, 0.021], [-0.917, -0.084, -0.126], [0.110, -0.154, -0.251], [-0.012, 0.042, 0.055], [0.019, 0.050, 0.000], [0.019, -0.024, -0.018], [0.053, 0.062, 0.241], [-0.286, -0.538, -0.159], [0.105, 0.282, -0.223], [-0.300, -0.168, 0.286], [-0.207, -0.521, 0.084], [0.031, 0.102, 0.065], [-0.080, 0.145, 0.029], [-0.220, 0.019, 0.142], [-0.003, 0.031, -0.054], [0.080, 0.138, -0.074], [-0.071, -0.036, 0.021], [-0.098, -0.088, 0.081], [0.127, -0.077, -0.247], [0.162, 0.115, -0.124], [-0.015, 0.134, 0.021], [0.080, -0.039, 0.030], [-0.014, 0.166, 0.146], [0.138, 0.077, 0.022]],
  "lumo_ev": -7.948,
  "orbital_gap_ev": 8.74,
  "molar_mass_g_mol": 463.25,
  "e_homo_ev": -16.688,
  "largest_force_ev_per_a": 0.93,
  "total_charge": 2
}